# 1
# C13H8KN4O8

A structure of composition C13H8KN4O8 (ωB97M-V/def2-TZVPD, the OMol25 dataset).

Last column: Mulliken charge in e.
Geometry (Å):
1 K 0.933 1.374 2.145  1.037
2 O -0.562 -0.244 -1.098  -0.961
3 C -0.005 -0.690 -0.069  0.381
4 O -0.381 -0.482 1.116  -0.936
5 C 1.219 -1.567 -0.247  0.686
6 C 1.134 -2.683 -1.023  -0.394
7 C 2.230 -3.556 -1.145  -0.403
8 C 3.412 -3.297 -0.485  -0.320
9 C 3.506 -2.171 0.306  -0.206
10 C 2.449 -1.199 0.433  0.414
11 O 2.579 -0.100 1.023  -0.920
12 N 4.765 -1.975 1.004  0.903
13 O 5.784 -2.422 0.488  -0.625
14 O 4.757 -1.406 2.080  -0.562
15 N 2.120 -4.743 -1.953  1.019
16 O 1.061 -4.958 -2.528  -0.664
17 O 3.086 -5.492 -2.034  -0.666
18 H 0.218 -2.905 -1.551  0.491
19 H 4.252 -3.968 -0.574  0.553
20 N -3.166 0.658 -1.225  -0.203
21 C -3.800 1.769 -0.832  0.362
22 O -4.933 2.077 -1.189  -0.706
23 C -3.057 2.678 0.114  0.281
24 C -3.522 3.973 0.281  -0.483
25 C -2.855 4.819 1.152  -0.446
26 C -1.754 4.330 1.833  -0.417
27 N -1.303 3.082 1.702  -0.419
28 C -1.950 2.274 0.852  -0.092
29 H -3.680 0.070 -1.861  0.211
30 H -2.176 0.408 -1.047  0.396
31 H -4.398 4.283 -0.273  0.465
32 H -3.181 5.839 1.306  0.370
33 H -1.209 4.967 2.521  0.346
34 H -1.572 1.256 0.781  0.511

The value obtained for the LUMO energy is 1.656 eV. The calculation puts the HOMO-LUMO gap at 6.648 eV. As for the total charge: -1. The value obtained for the highest occupied orbital energy is -5.0 eV.

# 2
# C5H8O2P2

A cluster of 2 separate species, C5H8O2P2 in total (ωB97M-V/def2-TZVPD, the OMol25 dataset).

Last column: Mulliken charge in e.
Geometry (Å):
1 C -1.613 -0.584 -1.155  -0.428
2 C -0.357 -0.821 -1.517  -0.302
3 C 3.292 0.903 0.142  -0.417
4 C -0.552 -0.278 1.041  -0.731
5 C -1.812 0.030 0.208  -0.111
6 O 2.002 -2.529 0.238  -0.565
7 O -2.033 1.416 0.085  -0.520
8 P 1.821 1.359 -0.482  -0.044
9 P 0.797 -0.547 -0.173  0.327
10 H -2.467 -0.694 -1.806  0.375
11 H -0.032 -1.206 -2.468  0.420
12 H 4.100 1.612 0.211  0.270
13 H 3.477 -0.104 0.484  0.262
14 H -0.331 0.529 1.742  0.375
15 H -0.656 -1.208 1.601  0.358
16 H -2.711 -0.356 0.702  0.370
17 H -1.282 1.808 -0.386  0.361

The value obtained for the LUMO energy (spin up / spin down) is -0.916 / -0.783 eV. The calculation puts the HOMO-LUMO gap (spin up / spin down) at 8.029 / 7.860 eV. As for the total charge: 0. The value obtained for the highest occupied orbital energy (spin up / spin down) is -8.9 / -8.6 eV.

# 3
# C4H7NO2S2

The molecule C4H7NO2S2 (ωB97M-V/def2-TZVPD, the OMol25 dataset).

Last column: Mulliken charge in e.
Geometry (Å):
1 C 1.149 -0.952 0.622  -0.356
2 C 1.400 -0.884 -0.864  -0.401
3 C -0.343 1.201 -0.854  -0.899
4 C -0.406 0.973 0.667  0.106
5 N -1.459 0.157 1.131  -0.189
6 O -3.693 -0.820 1.216  -0.445
7 O 0.865 0.384 1.085  -0.403
8 S -0.082 -0.419 -1.703  -0.081
9 S -2.671 -0.283 0.412  0.464
10 H 0.325 -1.709 0.834  0.231
11 H 2.081 -1.170 1.271  0.272
12 H 2.162 -0.078 -1.157  0.259
13 H 1.652 -1.810 -1.538  0.317
14 H -1.270 1.627 -1.232  0.446
15 H 0.584 1.781 -0.961  0.396
16 H -0.295 2.000 1.071  0.282

The value obtained for the LUMO energy is -0.456 eV. The calculation puts the HOMO-LUMO gap at 8.427 eV. As for the total charge: 0. The value obtained for the highest occupied orbital energy is -8.9 eV.

Total energy for the records above, in order: -1921.1157; -1028.2965; -1158.1474 hartree
Strongest force on any atom for the records above, in order: 0.126; 3.940; 2.967 eV Å⁻¹